(1)
# C15H28F8NO7PSi

A cluster of 3 separate species, C15H28F8NO7PSi in total (ωB97M-V with the def2-TZVPD basis set, the OMol25 dataset).

Properties
- SMILES = N=P(O)(O)[SiH2]CCOCC(F)(F)C(F)(F)C(F)(F)C(F)F.CCOC(C)=O.CCOC(C)=O
- E (a.u.) = -2599.516602
- net charge = 0

Geometry (Å):
N1 3.96 -1.66 1.24
P1 3.18 -0.79 0.15
O1 3.23 -1.57 -1.39
O2 3.89 0.78 0.05
Si1 1.04 -0.61 0.76
C1 0.25 -2.29 1.16
C2 -0.73 -2.85 0.00
O3 -2.09 -2.73 0.48
C3 -3.01 -3.33 -0.47
C4 -3.76 -2.12 -1.20
F1 -3.72 -2.41 -2.60
F2 -2.99 -0.96 -1.04
C5 -5.29 -1.94 -0.83
F3 -5.92 -3.20 -0.96
F4 -5.89 -1.14 -1.81
C6 -5.57 -1.36 0.62
F5 -6.80 -1.92 1.04
F6 -4.64 -1.73 1.58
C7 -5.75 0.21 0.70
F7 -4.93 0.94 -0.15
F8 -7.10 0.63 0.56
H1 4.33 -2.50 0.77
H2 2.86 -0.97 -2.07
H3 3.22 1.39 -0.34
H4 0.25 0.10 -0.27
H5 1.07 0.23 1.97
H6 1.03 -3.09 1.31
H7 -0.41 -2.16 2.08
H8 -0.49 -3.92 -0.30
H9 -0.58 -2.22 -0.94
H10 -2.51 -4.05 -1.18
H11 -3.80 -3.83 0.19
H12 -5.47 0.52 1.76
O4 0.10 -2.00 -2.65
C8 0.06 -0.99 -3.31
O5 -0.32 0.16 -2.73
C9 -0.25 1.45 -3.37
C10 -1.46 1.70 -4.24
C11 0.35 -1.01 -4.78
H13 0.69 1.56 -3.91
H14 -0.22 2.18 -2.56
H15 -1.53 0.98 -5.05
H16 -1.42 2.70 -4.67
H17 -2.38 1.61 -3.65
H18 -0.55 -1.34 -5.32
H19 1.16 -1.72 -4.97
H20 0.68 -0.05 -5.19
O6 2.25 1.31 3.36
C12 2.95 2.23 3.70
O7 3.72 2.85 2.79
C13 4.45 4.06 3.04
C14 5.79 3.76 3.69
C15 3.05 2.63 5.14
H21 3.85 4.76 3.63
H22 4.62 4.53 2.07
H23 5.67 3.27 4.66
H24 6.36 4.68 3.83
H25 6.37 3.07 3.06
H26 3.75 1.97 5.65
H27 2.06 2.53 5.59
H28 3.34 3.67 5.29



(2)
# C18H33ClNO13PS3

A cluster of 3 separate species, C18H33ClNO13PS3 in total (ωB97M-V with the def2-TZVPD basis set, the OMol25 dataset).

Properties
- SMILES = C[C@H](Cl)C[C@H]1COS(=O)(=O)[C@](COO)(CP(=O)(O)O)[C@@H]1N=C=O.O=S1(=O)CCCC1.O=S1(=O)CCCC1
- E (a.u.) = -3734.432212
- net charge = 0

Geometry (Å):
C1 2.81 1.80 3.90
C2 1.76 1.00 2.94
Cl1 2.58 0.95 1.26
C3 0.35 1.75 2.82
C4 -0.77 0.98 1.94
C5 -0.61 -0.62 1.89
O1 -0.60 -1.29 3.19
S1 -1.71 -0.64 4.26
O2 -2.51 -1.70 5.02
O3 -0.98 0.15 5.35
C6 -2.96 0.51 3.50
C7 -3.44 1.49 4.75
O4 -4.76 2.04 4.56
O5 -4.78 2.99 3.59
C8 -4.30 -0.18 2.96
P1 -4.11 -1.61 1.76
O6 -5.51 -2.30 1.68
O7 -3.76 -1.15 0.14
O8 -3.01 -2.82 2.21
C9 -2.22 1.50 2.44
N1 -3.14 1.91 1.29
C10 -2.91 3.20 1.08
O9 -2.71 4.44 1.13
H1 3.87 1.35 3.73
H2 2.56 1.63 5.02
H3 2.80 2.94 3.65
H4 1.66 -0.05 3.41
H5 -0.04 2.07 3.87
H6 0.56 2.76 2.26
H7 -0.65 1.35 0.85
H8 -1.38 -1.04 1.15
H9 0.43 -0.84 1.42
H10 -2.63 2.25 5.05
H11 -3.53 0.76 5.66
H12 -5.53 2.72 2.99
H13 -4.88 -0.58 3.89
H14 -5.03 0.58 2.46
H15 -3.14 -0.38 0.10
H16 -3.24 -3.24 3.07
H17 -2.01 2.51 3.00
C11 5.22 -2.53 -3.39
C12 4.76 -3.19 -2.09
C13 4.64 -2.09 -1.03
S2 4.28 -0.58 -1.92
O10 5.39 0.33 -1.76
O11 2.91 -0.18 -1.64
C14 4.35 -1.29 -3.55
H18 5.12 -3.20 -4.24
H19 6.27 -2.24 -3.30
H20 3.78 -3.66 -2.24
H21 5.45 -3.97 -1.77
H22 3.84 -2.30 -0.32
H23 5.58 -1.95 -0.50
H24 4.76 -0.57 -4.26
H25 3.33 -1.56 -3.84
C15 -0.44 1.38 -5.17
C16 -1.35 0.29 -5.74
C17 -0.46 -0.87 -6.18
S3 0.98 -0.82 -5.13
O12 2.13 -0.51 -5.95
O13 0.96 -1.95 -4.23
C18 0.52 0.65 -4.23
H26 -1.01 2.15 -4.64
H27 0.11 1.86 -5.98
H28 -2.05 -0.05 -4.97
H29 -1.95 0.67 -6.58
H30 -0.97 -1.83 -6.06
H31 -0.14 -0.76 -7.22
H32 1.41 1.24 -3.99
H33 0.02 0.34 -3.32



(3)
# C44H55BF4KN5O

A structure of composition C44H55BF4KN5O (ωB97M-V with the def2-TZVPD basis set, the OMol25 dataset).

Properties
- relative energy (zero: lowest compared OMol25 entry of this formula, charge and spin) (eV) = 0.131
- E (a.u.) = -3083.272229
- net charge = -2

Geometry (Å):
K1 0.56 -0.22 0.09
C1 4.92 1.55 -4.75
C2 5.17 1.16 -3.29
C3 4.06 0.31 -2.75
C4 4.00 -1.05 -2.70
C5 5.05 -2.04 -3.08
C6 5.84 -2.52 -1.84
C7 2.69 -1.38 -2.12
C8 2.19 -2.68 -1.93
C9 0.94 -3.05 -1.44
C10 0.45 -4.42 -1.27
C11 1.22 -5.66 -1.60
C12 1.14 -6.02 -3.09
C13 -0.80 -4.32 -0.75
C14 -1.07 -2.89 -0.62
C15 -2.26 -2.34 -0.12
C16 -2.59 -0.99 0.08
N1 -1.80 0.07 -0.16
C17 -2.49 1.18 0.12
C18 -2.00 2.47 -0.12
C19 -0.77 2.82 -0.70
N2 0.22 1.97 -1.01
C20 1.21 2.67 -1.61
C21 2.40 2.14 -2.12
C22 2.79 0.80 -2.21
N3 2.02 -0.25 -1.84
C23 0.83 4.08 -1.68
C24 -0.40 4.18 -1.10
C25 -1.25 5.40 -0.95
C26 -2.33 5.49 -2.03
C27 1.67 5.19 -2.24
C28 2.67 5.71 -1.21
C29 -3.84 0.83 0.60
C30 -3.89 -0.53 0.56
C31 -5.06 -1.42 0.88
C32 -4.92 -2.15 2.22
C33 -4.94 1.77 0.99
C34 -5.35 1.64 2.46
N4 -0.02 -2.18 -1.05
C35 -1.74 -5.42 -0.37
C36 -2.79 -5.69 -1.45
H1 5.71 2.20 -5.14
H2 3.97 2.08 -4.83
H3 4.87 0.66 -5.38
H4 5.26 2.07 -2.69
H5 6.12 0.62 -3.21
H6 5.75 -1.60 -3.80
H7 4.59 -2.91 -3.56
H8 6.31 -1.66 -1.35
H9 6.61 -3.24 -2.11
H10 5.16 -2.97 -1.12
H11 2.85 -3.49 -2.22
H12 0.84 -6.50 -1.01
H13 2.27 -5.52 -1.32
H14 0.10 -6.20 -3.38
H15 1.72 -6.92 -3.32
H16 1.52 -5.19 -3.70
H17 -3.02 -3.05 0.18
H18 -2.67 3.30 0.10
H19 3.11 2.86 -2.52
H20 -0.62 6.30 -1.00
H21 -1.73 5.41 0.04
H22 -1.87 5.57 -3.02
H23 -2.98 6.36 -1.88
H24 -2.95 4.59 -2.02
H25 1.02 6.02 -2.56
H26 2.20 4.84 -3.13
H27 2.15 6.05 -0.31
H28 3.26 6.55 -1.60
H29 3.35 4.91 -0.91
H30 -5.16 -2.17 0.08
H31 -5.98 -0.83 0.88
H32 -4.00 -2.74 2.26
H33 -5.77 -2.81 2.39
H34 -4.87 -1.44 3.05
H35 -5.82 1.57 0.37
H36 -4.63 2.79 0.79
H37 -5.75 0.65 2.67
H38 -6.12 2.38 2.71
H39 -4.50 1.80 3.11
H40 -2.24 -5.14 0.57
H41 -1.19 -6.34 -0.17
H42 -3.35 -4.78 -1.67
H43 -3.49 -6.47 -1.14
H44 -2.31 -6.01 -2.38
O1 2.35 -1.02 2.16
C37 2.23 0.30 2.66
C38 1.64 0.37 4.07
C39 0.11 0.29 4.16
C40 -0.50 1.66 4.10
C41 -1.53 2.03 4.96
C42 -2.01 3.33 4.93
C43 -1.46 4.23 4.03
C44 -0.44 3.78 3.21
N5 0.04 2.54 3.25
H45 1.59 -1.55 2.45
H46 1.64 0.93 1.98
H47 3.25 0.70 2.69
H48 1.93 1.32 4.53
H49 2.10 -0.44 4.64
H50 -0.19 -0.20 5.09
H51 -0.30 -0.33 3.35
H52 -1.93 1.30 5.66
H53 -2.80 3.63 5.61
H54 -1.81 5.25 3.97
H55 0.02 4.44 2.48
F1 -0.11 -4.95 3.85
B1 -0.69 -3.68 3.69
F2 0.25 -2.81 3.06
F3 -1.01 -3.14 4.96
F4 -1.85 -3.77 2.91



(4)
# C4H10S2

An isolated molecule of C4H10S2 (ωB97M-V with the def2-TZVPD basis set, the OMol25 dataset).

Properties
- relative energy (zero: lowest compared OMol25 entry of this formula, charge and spin) (eV) = 1.001
- SMILES = CCSSCC
- E (a.u.) = -954.746793
- net charge = 0

Geometry (Å):
C1 -3.06 -0.73 0.22
C2 -1.65 -0.28 -0.01
S1 -0.60 -1.58 -0.89
S2 0.87 -0.09 -1.33
C3 1.64 0.28 0.20
C4 2.99 1.02 -0.18
H1 -3.74 -0.14 0.82
H2 -3.54 -0.84 -0.77
H3 -3.21 -1.68 0.75
H4 -1.59 0.76 -0.37
H5 -1.08 -0.34 0.94
H6 1.96 -0.61 0.73
H7 1.04 0.99 0.78
H8 3.64 0.19 -0.54
H9 2.82 1.68 -1.04
H10 3.50 1.38 0.69



(5)
# C4H6N3

A cluster of 2 separate species, C4H6N3 in total (ωB97M-V with the def2-TZVPD basis set, the OMol25 dataset).

Properties
- relative energy (zero: lowest compared OMol25 entry of this formula, charge and spin) (eV) = 6.924
- E (a.u.) = -319.777188
- net charge = +1

Geometry (Å):
C1 -1.63 -3.43 0.54
C2 -0.12 -0.79 -0.31
C3 1.21 0.98 -0.52
C4 -0.06 1.39 0.21
N1 -2.30 -3.27 1.44
N2 0.84 -0.32 -1.04
N3 -0.63 0.06 0.57
H1 1.73 1.60 -1.15
H2 1.84 0.69 0.28
H3 0.17 1.71 1.20
H4 -0.70 2.12 -0.35
H5 1.20 -0.71 -1.83
H6 -1.54 -0.06 0.96



(6)
# C6H14O2

A cluster of 2 separate species, C6H14O2 in total (ωB97M-V with the def2-TZVPD basis set, the OMol25 dataset).

Properties
- relative energy (zero: lowest compared OMol25 entry of this formula, charge and spin) (eV) = 1.604
- SMILES = CC[C@@H](C)CC=O.O
- E (a.u.) = -387.448552
- net charge = 0

Geometry (Å):
C1 -0.25 1.57 2.02
C2 -0.50 1.26 0.55
C3 -0.24 -0.21 0.17
C4 -1.30 -1.16 0.73
C5 -0.15 -0.34 -1.34
C6 0.20 -1.70 -1.87
O1 1.34 -2.16 -1.85
H1 -0.31 2.65 2.21
H2 0.76 1.24 2.32
H3 -0.98 1.08 2.68
H4 0.14 1.90 -0.07
H5 -1.55 1.51 0.29
H6 0.73 -0.50 0.61
H7 -2.24 -1.06 0.18
H8 -1.50 -0.96 1.79
H9 -0.98 -2.21 0.64
H10 -1.09 -0.01 -1.82
H11 0.58 0.11 -2.13
H12 -0.66 -2.39 -2.03
O2 2.69 0.62 -0.66
H13 2.68 -0.38 -0.96
H14 2.63 1.12 -1.47



(7)
# C19H34Br8N3O2

A cluster of 5 separate species, C19H34Br8N3O2 in total (ωB97M-V with the def2-TZVPD basis set, the OMol25 dataset).

Properties
- E (a.u.) = -21650.646758
- net charge = +1

Geometry (Å):
C1 -1.85 2.17 0.24
C2 -1.03 0.73 0.26
O1 -0.47 0.36 1.42
O2 -0.97 -0.03 -1.01
C3 -0.16 -1.25 -0.84
C4 -0.23 -2.27 -2.15
C5 -1.54 -2.01 -3.11
C6 -1.55 -1.63 -4.69
N1 -2.68 -1.35 -5.62
N2 -3.96 -1.43 -5.16
C7 -4.16 -1.75 -3.74
C8 -3.11 -2.07 -2.52
C9 -3.48 -2.39 -0.96
C10 -4.26 -1.14 -0.19
C11 -5.71 -1.68 0.44
N3 -6.15 -0.89 1.66
H1 -2.96 2.04 0.60
H2 -1.84 2.58 -0.87
H3 -1.33 2.95 0.96
H4 0.94 -0.90 -0.59
H5 -0.51 -1.89 0.10
H6 0.73 -2.01 -2.81
H7 -0.22 -3.38 -1.74
H8 -0.47 -1.57 -5.20
H9 -2.52 -1.10 -6.64
H10 -5.30 -1.77 -3.40
H11 -2.53 -2.72 -0.34
H12 -4.24 -3.30 -0.96
H13 -3.62 -0.75 0.71
H14 -4.50 -0.26 -0.92
H15 -5.56 -2.80 0.81
H16 -6.59 -1.62 -0.36
H17 -5.96 0.13 1.52
H18 -5.58 -1.27 2.47
Br1 0.01 8.07 2.95
C12 0.00 6.13 3.17
C13 1.00 5.47 2.25
Br2 0.34 5.40 0.42
H19 -1.02 5.79 3.01
H20 0.27 5.96 4.22
H21 1.16 4.42 2.53
H22 1.97 5.98 2.22
Br3 -0.69 -3.96 5.95
C14 0.19 -2.99 4.51
C15 -0.75 -2.78 3.34
Br4 -0.96 -4.41 2.30
H23 1.09 -3.55 4.24
H24 0.48 -2.03 4.94
H25 -0.33 -2.05 2.64
H26 -1.75 -2.46 3.64
Br5 3.07 2.99 0.91
C16 3.06 1.05 1.13
C17 4.06 0.39 0.21
Br6 3.39 0.32 -1.62
H27 2.03 0.71 0.97
H28 3.33 0.88 2.18
H29 4.21 -0.66 0.50
H30 5.02 0.90 0.19
Br7 7.32 2.26 -0.46
C18 8.46 1.20 -1.64
C19 7.72 0.00 -2.19
Br8 7.57 -1.41 -0.85
H31 9.36 0.94 -1.06
H32 8.75 1.88 -2.45
H33 8.28 -0.45 -3.01
H34 6.71 0.24 -2.53



(8)
# CHClN2O2S

A structure of composition CHClN2O2S (ωB97M-V with the def2-TZVPD basis set, the OMol25 dataset).

Properties
- relative energy (zero: lowest compared OMol25 entry of this formula, charge and spin) (eV) = 2.130
- spin multiplicity = 3
- E (a.u.) = -1156.778508
- net charge = 0
- expectation value of S² = 2.007

Geometry (Å):
C1 0.95 0.38 -1.22
N1 1.10 0.63 -2.31
N2 -0.95 0.60 0.23
O1 0.18 -2.47 1.21
O2 1.46 0.85 1.20
S1 0.66 -0.09 0.51
Cl1 -1.70 -0.89 -0.40
H1 -1.70 0.98 0.79



(9)
# C25H26Cl2N11O2PS3SeZr

A structure of composition C25H26Cl2N11O2PS3SeZr (ωB97M-V with the def2-TZVPD basis set, the OMol25 dataset).

Properties
- relative energy (zero: lowest compared OMol25 entry of this formula, charge and spin) (eV) = 0.149
- E (a.u.) = -6625.515749
- net charge = +2

Geometry (Å):
Zr1 -0.78 -1.34 -0.85
S1 -0.92 0.81 -2.10
C1 -0.71 1.77 -0.65
N1 -0.05 2.91 -0.59
N2 0.51 3.36 -1.65
C2 1.23 4.58 -1.66
C3 1.88 4.93 -2.84
C4 2.61 6.10 -2.89
C5 2.69 6.92 -1.77
C6 2.02 6.57 -0.60
C7 1.29 5.40 -0.54
N3 -1.25 1.42 0.56
N4 -1.72 0.25 0.63
C8 -2.43 -0.01 1.84
C9 -3.13 1.00 2.48
C10 -3.81 0.73 3.66
C11 -3.79 -0.55 4.20
C12 -3.09 -1.57 3.55
C13 -2.42 -1.30 2.37
H1 0.46 2.82 -2.51
H2 1.81 4.29 -3.71
H3 3.11 6.38 -3.80
H4 3.25 7.84 -1.81
H5 2.06 7.22 0.26
H6 0.74 5.13 0.36
H7 -3.18 1.99 2.03
H8 -4.37 1.51 4.14
H9 -4.34 -0.76 5.11
H10 -3.10 -2.57 3.96
H11 -1.89 -2.09 1.86
S2 -0.77 -3.93 -0.50
C14 -2.44 -3.59 -0.09
S3 -3.15 -2.25 -0.93
C15 -3.07 -4.22 0.96
C16 -2.26 -4.95 1.87
N5 -1.50 -5.39 2.62
C17 -4.41 -3.90 1.34
N6 -5.47 -3.62 1.66
Cl1 3.10 0.93 -0.54
C18 3.62 1.87 -1.96
Cl2 2.77 1.36 -3.42
H12 4.68 1.70 -2.10
H13 3.41 2.92 -1.78
N7 0.83 -3.83 2.39
C19 0.84 -2.55 3.15
P1 1.31 -1.13 2.07
O1 2.75 -0.93 1.86
O2 0.42 -1.31 0.83
C20 0.71 0.34 3.01
N8 1.32 1.55 2.36
H14 0.40 -3.73 1.43
H15 0.21 -4.54 2.83
H16 1.76 -4.22 2.28
H17 1.53 -2.64 3.98
H18 -0.16 -2.37 3.53
H19 1.10 0.28 4.02
H20 -0.37 0.46 3.03
H21 1.37 2.34 3.01
H22 0.76 1.86 1.55
H23 2.27 1.33 2.03
Se1 3.03 -2.32 -2.15
N9 2.78 -2.94 -3.77
C21 1.50 -2.79 -4.08
C22 0.82 -3.15 -5.28
C23 -0.52 -2.93 -5.33
C24 -1.22 -2.36 -4.22
N10 -0.63 -1.99 -3.11
C25 0.72 -2.20 -3.05
N11 1.32 -1.86 -1.93
H24 1.36 -3.60 -6.11
H25 -1.10 -3.19 -6.20
H26 -2.30 -2.22 -4.26



(10)
# H22O11

A cluster of 11 separate species, H22O11 in total (ωB97M-V with the def2-TZVPD basis set, the OMol25 dataset).

Properties
- relative energy (zero: lowest compared OMol25 entry of this formula, charge and spin) (eV) = 3.993
- SMILES = O.O.O.O.O.O.O.O.O.O.O
- E (a.u.) = -840.733387
- net charge = 0

Geometry (Å):
H1 -0.57 0.43 -1.12
H2 -1.18 -0.51 -0.09
H3 -0.82 3.79 0.42
H4 0.30 4.73 0.14
H5 1.22 2.49 -0.63
H6 1.13 1.97 -2.17
H7 -1.23 -3.52 0.64
H8 0.25 -3.07 1.01
H9 -3.94 -3.45 -0.53
H10 -4.67 -2.49 -1.51
H11 2.50 -3.58 -1.63
H12 2.15 -2.48 -2.54
H13 3.59 1.04 -0.92
H14 3.46 -0.14 0.03
H15 -2.17 2.56 -1.89
H16 -2.13 1.49 -2.86
H17 1.53 -0.19 4.23
H18 1.56 -1.10 3.00
H19 2.37 -1.95 1.66
H20 1.96 -3.25 2.33
H21 -2.03 2.70 0.69
H22 -3.08 2.86 1.79
O1 -1.38 0.20 -0.72
O2 -0.51 4.75 0.62
O3 1.57 2.48 -1.53
O4 -0.62 -2.82 0.96
O5 -4.58 -2.74 -0.63
O6 2.77 -2.62 -1.86
O7 3.01 0.23 -0.72
O8 -1.54 2.19 -2.43
O9 1.27 -0.18 3.32
O10 2.74 -2.80 2.02
O11 -2.92 3.01 0.91



Question: net charge of number 1 (C15H28F8NO7PSi)?
Answer: 0



Question: Which formula does entry 5 have?
Answer: C4H6N3